{"formula": "C6H15NS", "method": "wB97M-V/def2-TZVPD", "smiles": "CCN(C)CCCS", "e_lumo_ev": 0.9, "energy_ev": -18788.341, "e_above_lowest_ev": 2.2484, "mol_weight_g_mol": 133.260, "e_homo_ev": -8.2, "species": ["C", "C", "N", "C", "C", "C", "C", "S", "H", "H", "H", "H", "H", "H", "H", "H", "H", "H", "H", "H", "H", "H", "H"], "positions_angstrom": [[1.698, 3.238, 1.353], [1.378, 2.154, 0.269], [0.991, 0.808, 0.818], [2.131, 0.080, 1.535], [0.246, 0.043, -0.188], [-0.518, -1.180, 0.396], [-1.946, -1.327, -0.219], [-1.998, -2.006, -1.997], [0.713, 3.915, 1.616], [2.175, 2.814, 2.283], [2.287, 4.035, 0.945], [2.366, 2.162, -0.534], [0.558, 2.577, -0.333], [1.722, 0.040, 2.578], [2.253, -0.885, 1.266], [3.055, 0.652, 1.496], [1.071, -0.512, -0.813], [-0.325, 0.700, -0.802], [0.081, -2.102, 0.311], [-0.601, -1.078, 1.462], [-2.531, -2.059, 0.395], [-2.446, -0.378, -0.166], [-3.281, -1.494, -2.364]], "nbo_charge": [-0.623, -0.207, -0.456, -0.423, -0.206, -0.428, -0.467, -0.105, 0.200, 0.215, 0.211, 0.140, 0.201, 0.203, 0.191, 0.202, 0.154, 0.207, 0.205, 0.221, 0.213, 0.210, 0.142]}